DFT (ωB97M-V/def2-TZVPD) results for 14 unconnected molecules or ions with the total composition C37H100N2O14 in a non-equilibrium geometry.

Structure (ORCA input):
```
! RIJCOSX wB97M-V def2-TZVPD def2/J DEFGRID3
* xyz 0 1
C 4.54 -6.81 -0.16
C 3.40 -6.14 -0.87
C 2.54 -5.29 0.21
C 1.47 -4.39 -0.37
C 2.21 -3.47 -1.42
C 2.97 -4.31 -2.54
N 3.89 -5.32 -1.96
O 4.61 -6.04 -2.90
C 1.84 -4.85 -3.47
C 3.87 -3.26 -3.26
C 2.41 -7.30 -1.35
H 5.19 -6.02 0.21
H 5.15 -7.40 -0.85
H 4.34 -7.49 0.68
H 2.05 -6.06 0.80
H 3.23 -4.80 0.91
H 0.98 -3.80 0.40
H 0.72 -5.01 -0.86
H 2.94 -2.94 -0.81
H 1.49 -2.75 -1.84
H 2.24 -5.50 -4.25
H 1.13 -5.51 -2.96
H 1.25 -4.08 -3.96
H 4.49 -3.73 -4.01
H 3.27 -2.51 -3.77
H 4.47 -2.78 -2.48
H 2.30 -8.07 -0.59
H 2.80 -7.78 -2.24
H 1.38 -6.99 -1.55
H 3.96 -6.66 -3.25
C -1.98 5.35 2.81
C -2.79 4.06 3.30
C -3.80 4.46 4.40
C -5.00 5.26 3.86
C -5.68 4.48 2.68
C -4.75 4.02 1.53
N -3.51 3.53 2.09
O -2.66 3.00 1.12
C -5.53 2.89 0.81
C -4.57 5.25 0.63
C -1.88 2.95 3.92
H -1.59 5.82 3.71
H -2.68 6.09 2.42
H -1.22 5.09 2.07
H -4.12 3.57 4.93
H -3.36 5.13 5.15
H -4.69 6.27 3.62
H -5.74 5.48 4.62
H -6.38 5.24 2.33
H -6.32 3.71 3.09
H -5.03 2.48 -0.07
H -5.78 2.07 1.49
H -6.53 3.17 0.48
H -5.51 5.52 0.13
H -4.23 6.08 1.24
H -3.92 5.12 -0.24
H -1.19 2.55 3.18
H -2.55 2.17 4.26
H -1.27 3.29 4.75
H -2.88 2.07 1.12
C 0.70 1.00 0.15
C 0.52 -0.37 -0.59
O -0.84 -0.59 -1.02
H 0.40 1.86 -0.45
H 1.74 1.13 0.47
H 0.07 0.95 1.04
H 0.77 -1.20 0.07
H 1.20 -0.52 -1.43
H -0.83 -1.09 -1.84
C 5.23 1.97 4.02
C 5.55 1.87 2.47
O 4.39 1.42 1.76
H 4.94 0.92 4.14
H 4.41 2.63 4.25
H 6.10 2.26 4.60
H 6.40 1.22 2.28
H 5.92 2.85 2.18
H 4.66 1.14 0.89
C -2.99 -3.76 -1.49
C -2.36 -4.82 -2.33
O -2.24 -4.53 -3.65
H -2.89 -4.12 -0.46
H -4.06 -3.66 -1.68
H -2.56 -2.77 -1.58
H -2.97 -5.72 -2.26
H -1.42 -5.14 -1.89
H -1.76 -5.24 -4.08
C -5.67 -0.19 -2.66
C -4.28 -0.24 -3.24
O -4.08 0.75 -4.22
H -5.78 -1.08 -2.04
H -6.49 -0.29 -3.37
H -5.86 0.75 -2.14
H -3.97 -1.18 -3.69
H -3.55 -0.05 -2.45
H -4.55 0.47 -5.01
C 5.04 0.21 -2.90
C 4.08 0.25 -1.70
O 4.41 1.28 -0.87
H 6.09 0.06 -2.66
H 4.91 1.12 -3.49
H 4.70 -0.60 -3.55
H 4.07 -0.72 -1.20
H 3.07 0.35 -2.11
H 4.30 2.09 -1.37
C 0.94 5.55 -1.99
C 0.96 4.75 -0.74
O 1.44 5.57 0.34
H 0.79 4.84 -2.80
H 1.80 6.18 -2.20
H 0.06 6.19 -1.91
H 1.56 3.83 -0.73
H -0.06 4.53 -0.43
H 1.74 5.04 1.08
C -1.62 -0.93 4.18
C -0.16 -0.62 3.78
O 0.38 -1.72 3.10
H -2.20 -1.39 3.37
H -2.05 0.01 4.50
H -1.72 -1.71 4.94
H 0.40 -0.43 4.69
H -0.12 0.33 3.25
H 1.25 -1.40 2.86
C -3.61 -0.86 0.56
O -3.03 0.41 0.23
H -2.83 -1.39 1.10
H -4.45 -0.86 1.26
H -3.88 -1.40 -0.35
H -2.20 0.18 -0.21
C 3.94 -1.53 2.96
O 2.88 -0.67 2.73
H 4.89 -0.98 2.92
H 3.91 -2.00 3.94
H 3.94 -2.25 2.14
H 3.11 0.15 2.28
C -0.02 -1.60 -4.58
O -0.64 -2.09 -3.43
H 0.18 -2.42 -5.27
H -0.67 -0.90 -5.10
H 0.94 -1.13 -4.33
H -1.33 -2.67 -3.74
C 1.66 3.32 3.06
O 2.50 3.64 1.99
H 1.70 2.24 3.23
H 1.96 3.84 3.97
H 0.70 3.67 2.68
H 3.23 3.02 1.97
C -1.55 2.34 -2.58
O -2.29 2.70 -3.72
H -0.82 3.12 -2.37
H -2.24 2.27 -1.74
H -0.97 1.45 -2.83
H -2.90 1.97 -3.86
*
```

Properties
Relative energy (zero: lowest compared OMol25 entry of this formula, charge and spin)   0.0 kJ/mol

DFT (ωB97M-V/def2-TZVPD) results for 15 unconnected molecules or ions with the total composition C37H101BrN2O18PS14 in a non-equilibrium geometry.

Structure (ORCA input):
```
! RIJCOSX wB97M-V def2-TZVPD def2/J DEFGRID3
* xyz -1 1
C 0.29 -0.05 3.44
C -1.01 -0.98 3.47
P -2.34 -0.53 2.22
C -3.64 -1.94 2.40
C -1.73 -0.56 0.43
N -1.58 0.86 -0.05
C -2.19 1.03 -1.40
O -3.33 1.63 -1.49
O -1.60 0.61 -2.57
C -0.46 -1.51 0.13
C -1.09 -3.00 -0.09
C -0.12 -4.17 0.42
O -0.68 -5.24 0.80
Br 1.86 -4.07 0.54
O 0.24 -1.19 -1.10
C 1.59 -0.75 -0.88
N 1.72 0.73 -0.98
H 0.05 1.05 3.15
H 1.11 -0.46 2.76
H 0.75 0.02 4.50
H -0.70 -2.09 3.31
H -1.43 -0.92 4.54
H -3.15 -2.98 2.34
H -4.08 -1.86 3.46
H -4.48 -1.83 1.62
H -2.61 -1.00 -0.20
H -2.23 1.39 0.56
H 0.22 -1.59 1.04
H -2.11 -3.08 0.42
H -1.26 -3.08 -1.23
H 2.09 -1.13 0.07
H 2.21 -1.19 -1.76
H 2.64 0.99 -0.55
H 1.84 0.93 -1.99
C 5.89 -1.49 2.67
S 4.16 -1.98 2.67
O 3.34 -0.75 2.48
C 4.08 -2.42 4.42
H 6.15 -1.14 1.67
H 6.05 -0.69 3.39
H 6.51 -2.35 2.92
H 4.35 -1.56 5.03
H 4.76 -3.25 4.61
H 3.06 -2.73 4.65
C -6.45 -2.68 6.33
S -5.53 -1.13 6.24
O -4.29 -1.40 5.45
C -5.05 -1.09 7.98
H -6.81 -2.93 5.34
H -5.80 -3.48 6.69
H -7.30 -2.56 7.01
H -4.49 -1.99 8.24
H -5.95 -1.01 8.60
H -4.43 -0.21 8.14
C 10.71 -3.59 4.27
S 8.98 -4.09 4.27
O 8.16 -2.85 4.08
C 8.90 -4.53 6.02
H 10.97 -3.24 3.27
H 10.87 -2.79 4.99
H 11.34 -4.45 4.52
H 9.17 -3.67 6.63
H 9.58 -5.36 6.21
H 7.88 -4.84 6.25
C -5.51 3.58 -0.13
S -4.74 3.92 1.47
O -5.26 2.90 2.44
C -5.63 5.46 1.78
H -5.13 2.63 -0.50
H -6.60 3.52 -0.02
H -5.25 4.38 -0.83
H -6.71 5.28 1.78
H -5.37 6.19 1.02
H -5.33 5.84 2.76
C -1.61 -1.50 -6.86
S -0.68 0.05 -6.95
O 0.56 -0.21 -7.74
C -0.22 0.07 -5.20
H -1.97 -1.74 -7.86
H -0.96 -2.30 -6.51
H -2.46 -1.37 -6.19
H 0.34 -0.83 -4.95
H -1.12 0.14 -4.59
H 0.40 0.95 -5.02
C -6.41 -4.04 -5.29
S -5.48 -2.50 -5.38
O -4.24 -2.77 -6.18
C -5.00 -2.46 -3.64
H -6.78 -4.28 -6.29
H -5.77 -4.84 -4.93
H -7.26 -3.91 -4.61
H -4.44 -3.36 -3.39
H -5.89 -2.38 -3.02
H -4.37 -1.58 -3.48
C 2.66 -4.98 -2.71
S 2.90 -6.67 -2.11
O 4.27 -6.74 -1.50
C 3.00 -7.43 -3.74
H 2.61 -4.31 -1.85
H 3.50 -4.69 -3.34
H 1.73 -4.92 -3.27
H 3.82 -6.99 -4.31
H 2.06 -7.29 -4.27
H 3.19 -8.50 -3.61
C 3.41 0.84 -7.03
S 5.02 1.60 -7.33
O 5.66 1.85 -6.00
C 4.37 3.17 -7.94
H 3.57 -0.15 -6.61
H 2.84 1.45 -6.32
H 2.87 0.75 -7.97
H 3.74 3.63 -7.17
H 3.80 3.00 -8.85
H 5.22 3.83 -8.16
C 1.96 2.51 -11.74
S 2.28 0.84 -11.11
O 3.62 0.86 -10.46
C 2.48 0.07 -12.73
H 1.84 3.18 -10.89
H 2.81 2.84 -12.35
H 1.05 2.51 -12.33
H 3.29 0.56 -13.28
H 1.55 0.15 -13.30
H 2.72 -0.98 -12.59
C -6.09 3.92 5.20
S -5.32 4.25 6.79
O -5.84 3.23 7.76
C -6.21 5.79 7.11
H -5.71 2.97 4.82
H -7.17 3.85 5.31
H -5.83 4.71 4.49
H -7.29 5.61 7.10
H -5.95 6.53 6.35
H -5.91 6.17 8.09
C 4.86 5.04 -0.12
S 3.83 3.94 -1.11
O 3.67 2.67 -0.34
C 5.07 3.63 -2.40
H 4.29 5.33 0.77
H 5.77 4.53 0.18
H 5.10 5.93 -0.70
H 5.97 3.21 -1.95
H 5.30 4.57 -2.90
H 4.65 2.93 -3.12
C -10.44 1.65 3.16
S -10.87 2.77 4.51
O -10.05 4.00 4.36
C -10.12 1.77 5.82
H -10.79 2.10 2.22
H -9.36 1.51 3.12
H -10.94 0.69 3.30
H -9.06 1.63 5.61
H -10.63 0.81 5.88
H -10.24 2.30 6.76
C -1.97 2.88 11.25
S -2.97 1.75 10.26
O -3.12 0.48 11.04
C -1.71 1.45 9.00
H -2.55 3.17 12.13
H -1.05 2.38 11.58
H -1.73 3.77 10.67
H -0.80 1.04 9.46
H -1.48 2.38 8.49
H -2.10 0.73 8.28
C 9.22 2.19 -5.41
S 9.54 0.52 -4.78
O 10.88 0.54 -4.12
C 9.74 -0.25 -6.40
H 9.10 2.86 -4.56
H 10.07 2.52 -6.02
H 8.31 2.19 -6.00
H 10.55 0.24 -6.95
H 8.81 -0.17 -6.96
H 9.98 -1.30 -6.25
*
```

DFT (ωB97M-V/def2-TZVPD) results for 10 unconnected molecules or ions with the total composition C37H103N9O10 in a non-equilibrium geometry.

Structure (ORCA input):
```
! RIJCOSX wB97M-V def2-TZVPD def2/J DEFGRID3
* xyz 0 1
C 0.74 3.57 -3.53
O 1.72 2.58 -3.35
C 2.49 2.78 -2.19
C 3.87 2.18 -2.39
C 4.70 1.97 -1.13
N 4.60 2.93 -3.45
H -0.06 3.46 -2.77
H 0.24 3.52 -4.54
H 1.18 4.56 -3.46
H 2.61 3.86 -2.08
H 1.97 2.38 -1.33
H 3.71 1.18 -2.82
H 4.93 2.82 -0.49
H 5.63 1.52 -1.46
H 4.19 1.20 -0.58
H 4.15 2.99 -4.33
H 4.82 3.88 -3.16
C -2.54 -0.85 2.23
O -2.60 -0.01 3.39
C -2.59 -0.84 4.57
C -2.59 -0.03 5.81
C -1.37 0.86 5.90
N -2.57 -0.98 6.88
H -1.57 -1.32 2.16
H -2.64 -0.16 1.42
H -3.41 -1.54 2.30
H -3.40 -1.56 4.59
H -1.64 -1.41 4.58
H -3.55 0.56 5.86
H -1.38 1.34 6.87
H -1.44 1.65 5.13
H -0.42 0.32 5.84
H -2.51 -0.48 7.74
H -3.49 -1.43 6.96
C -2.72 3.16 2.49
O -4.03 3.67 2.66
C -4.99 2.71 2.47
C -6.28 3.25 3.09
C -6.02 3.67 4.50
N -7.25 2.16 2.90
H -2.05 3.88 2.89
H -2.47 3.01 1.43
H -2.62 2.20 2.97
H -5.12 2.58 1.33
H -4.69 1.74 2.90
H -6.57 4.12 2.54
H -5.28 4.47 4.50
H -5.56 2.83 5.03
H -6.86 4.09 5.08
H -6.88 1.35 3.40
H -8.12 2.35 3.36
C 0.22 5.09 0.49
O -0.83 4.67 -0.33
C -1.85 5.70 -0.31
C -3.12 5.12 -0.89
C -2.99 5.03 -2.41
N -4.29 5.89 -0.47
H 0.65 6.05 0.13
H 1.01 4.35 0.52
H -0.12 5.33 1.52
H -2.04 6.01 0.70
H -1.52 6.53 -0.95
H -3.30 4.08 -0.54
H -3.13 5.97 -2.89
H -3.65 4.26 -2.84
H -1.96 4.72 -2.62
H -4.49 5.68 0.49
H -4.16 6.87 -0.60
C 6.45 -2.75 2.32
O 6.91 -2.06 1.19
C 6.06 -2.28 0.04
C 6.52 -1.34 -1.04
C 5.58 -1.28 -2.19
N 7.85 -1.63 -1.48
H 6.99 -2.36 3.20
H 6.62 -3.83 2.23
H 5.40 -2.57 2.48
H 6.13 -3.29 -0.33
H 5.05 -2.06 0.32
H 6.58 -0.32 -0.62
H 5.94 -0.67 -3.00
H 4.66 -0.81 -1.86
H 5.32 -2.27 -2.61
H 7.92 -2.46 -2.09
H 8.48 -1.75 -0.68
C -0.80 1.19 0.09
O -0.18 0.00 -0.28
C 0.07 -0.05 -1.72
C 1.34 -0.81 -1.77
C 1.74 -1.05 -3.22
N 1.32 -2.06 -1.02
H -1.65 1.42 -0.52
H -0.09 1.99 -0.05
H -1.14 1.12 1.14
H -0.69 -0.69 -2.13
H 0.04 0.91 -2.22
H 2.08 -0.19 -1.27
H 2.76 -1.48 -3.20
H 1.79 -0.11 -3.76
H 1.06 -1.70 -3.79
H 1.31 -1.77 -0.03
H 0.46 -2.50 -1.19
C 0.17 -3.40 -5.91
O 1.10 -3.91 -5.03
C 0.41 -4.51 -3.99
C 1.45 -5.26 -3.15
C 0.78 -6.03 -1.99
N 2.50 -4.34 -2.70
H -0.37 -2.54 -5.47
H -0.62 -4.09 -6.23
H 0.76 -3.03 -6.73
H -0.01 -3.76 -3.34
H -0.37 -5.17 -4.34
H 1.89 -5.98 -3.81
H 1.59 -6.36 -1.38
H 0.33 -6.90 -2.45
H 0.03 -5.44 -1.41
H 2.13 -3.68 -2.04
H 2.75 -3.83 -3.52
C -4.51 -5.05 1.65
O -3.57 -4.16 1.10
C -4.04 -3.47 -0.01
C -2.86 -2.85 -0.74
C -3.40 -1.89 -1.70
N -2.03 -3.82 -1.32
H -4.74 -5.87 0.97
H -5.45 -4.55 1.95
H -4.06 -5.52 2.54
H -4.47 -4.15 -0.72
H -4.88 -2.81 0.18
H -2.23 -2.31 -0.04
H -4.03 -2.30 -2.47
H -2.63 -1.33 -2.16
H -4.01 -1.17 -1.14
H -2.38 -4.21 -2.19
H -1.83 -4.58 -0.67
C 0.43 -3.08 2.61
O 0.83 -1.74 2.32
C 1.53 -1.22 3.49
C 1.42 0.28 3.39
C 1.99 0.83 2.09
N 1.89 0.81 4.65
H -0.16 -3.36 1.74
H -0.15 -3.11 3.55
H 1.30 -3.70 2.68
H 0.92 -1.47 4.37
H 2.52 -1.62 3.48
H 0.33 0.56 3.39
H 1.73 1.91 2.06
H 1.41 0.34 1.31
H 3.01 0.55 1.99
H 2.85 0.50 4.87
H 1.78 1.82 4.67
C 2.83 0.60 -6.37
O 2.80 1.99 -6.10
H 2.47 0.44 -7.37
H 3.86 0.30 -6.26
H 2.14 0.05 -5.68
H 2.29 2.11 -5.29
*
```

Properties
SMILES string   COC[C@H](C)N.COC[C@H](C)N.COC[C@H](C)N.COC[C@H](C)N.COC[C@H](C)N.COC[C@H](C)N.COC[C@H](C)N.COC[C@H](C)N.COC[C@H](C)N.CO
Relative energy (zero: lowest compared OMol25 entry of this formula, charge and spin)   80.7 kJ/mol

Computed values of HOMO level (unit: eV) for the preceding records, in sequence: -7.24; -4.28; -8.52.
Computed values of LUMO (unit: eV) for the preceding records, in sequence: 0.152; 1.700; 0.492.